DFT (wB97M-V/def2-TZVPD) results for 10 unconnected molecules or ions with the total composition C45H80BBr2O41S9.

Summary:
* frontier orbital gap: 0.2157 hartree
* charge: -1
* E_tot: -13603.7683 hartree
* F_max: 6.22 eV/A

Each line ends with the Mulliken charge.
Atoms and positions in Å:
O (-4.742, 5.290, 2.754)  -0.434
O (-6.659, 6.248, 1.535)  -0.307
O (-1.939, -1.874, 4.269)  -0.528
O (2.681, -6.320, -2.072)  -0.519
O (0.090, 0.301, -5.413)  -0.294
O (-5.301, 2.008, -2.556)  -0.262
C (2.785, 0.165, 2.552)  -0.561
H (0.829, 2.279, 3.222)  -0.115
O (4.455, -9.107, 1.880)  -0.358
H (3.747, 4.007, 3.291)  0.338
C (4.771, -1.222, 1.423)  -0.960
O (1.136, -1.862, -4.879)  -0.314
C (-0.004, -2.904, -0.951)  0.512
S (1.761, -6.795, -3.046)  1.178
C (-7.557, 0.574, -4.815)  -0.388
O (-5.552, -2.490, -0.318)  -0.062
H (3.126, -7.468, -6.101)  0.308
B (1.671, 0.323, -0.698)  0.469
O (-7.455, 3.207, -2.918)  -0.666
H (1.447, 3.198, -0.394)  0.566
O (-7.025, -7.721, 3.195)  -0.324
C (-1.266, -2.790, -0.209)  -0.233
H (0.133, 0.079, 3.827)  0.497
H (5.769, -0.842, 1.045)  0.271
H (-1.939, -1.898, -0.314)  0.174
H (-7.226, 4.361, 0.964)  -0.171
H (2.941, 3.477, 1.264)  0.456
C (0.883, 1.590, 1.149)  0.569
O (-3.647, -1.131, 3.082)  -0.620
H (-6.420, -4.069, 2.429)  0.449
H (3.029, -8.528, 0.520)  0.323
H (-8.515, 1.053, -5.036)  0.288
H (1.790, -4.079, -1.452)  0.812
H (4.068, -1.261, 0.557)  0.196
H (-2.183, 0.265, 1.579)  -0.629
O (9.324, 7.646, -0.118)  -0.373
C (5.802, 8.388, 3.302)  -0.362
H (-4.435, -9.655, 2.588)  0.328
H (-5.452, 0.181, 0.335)  -0.050
H (-0.816, 1.939, -1.247)  -0.081
H (-7.110, -9.600, 2.313)  0.311
C (-8.193, 5.014, 2.791)  -0.361
H (-3.161, 2.151, -1.525)  0.244
C (0.870, -4.080, -0.818)  -0.575
O (6.469, 6.197, 0.703)  -0.503
O (4.430, -9.743, 4.262)  -0.543
H (5.027, 0.589, 2.732)  0.371
C (11.084, 7.975, -2.828)  -0.346
S (-5.970, -3.915, -0.946)  0.959
Br (1.825, -1.584, 2.309)  0.061
H (-0.699, 2.675, 2.408)  0.650
H (-1.494, -0.724, -8.098)  0.329
Br (4.513, -1.347, 4.291)  -0.158
H (6.593, 3.032, 2.027)  0.181
H (11.922, 7.773, -3.492)  0.312
H (-6.918, -2.055, 1.156)  0.295
H (4.315, -7.330, 0.803)  0.358
O (1.389, -5.582, -4.042)  -0.205
H (1.522, -5.309, -6.096)  0.307
H (-5.214, -1.808, 1.621)  0.012
O (2.986, -10.946, 2.622)  -0.543
C (3.673, -8.071, 1.276)  -0.335
O (0.203, -1.420, -7.125)  -0.353
S (-5.929, 6.042, 2.962)  1.042
H (-4.610, 1.451, 1.307)  0.222
O (-5.941, 7.283, 3.657)  -0.573
O (-4.803, -4.527, -1.479)  -0.511
O (10.095, 9.580, -1.439)  -0.325
O (-6.351, -4.657, 0.436)  -0.379
O (0.561, -7.475, -2.706)  -0.606
H (-2.945, 3.926, -1.659)  0.202
C (2.455, 1.255, 1.466)  -0.185
C (3.698, 2.879, 3.197)  -1.640
H (4.496, 2.766, -0.244)  0.324
H (-8.878, 5.805, 3.109)  0.288
H (-2.594, -3.743, 1.301)  0.188
S (-6.495, 2.220, -3.285)  1.104
C (-2.060, 3.052, 0.171)  0.419
H (4.983, -2.263, 1.804)  0.389
O (-4.662, -7.924, 3.718)  -0.304
H (-6.703, 1.471, -6.606)  0.335
H (-2.329, 2.231, 0.885)  -0.371
H (5.179, 1.392, 0.690)  0.010
H (-5.529, 0.608, -5.580)  0.194
O (0.552, 0.547, 0.265)  1.063
H (2.529, 0.467, 3.608)  0.572
H (2.863, 2.557, 3.867)  0.454
H (-4.662, 3.517, 0.797)  0.399
H (0.489, -2.092, -2.962)  0.187
C (-0.703, 2.846, -0.597)  -0.583
C (5.876, 3.477, 1.290)  -1.037
C (-1.494, -0.286, 2.261)  1.936
H (1.480, 1.090, -1.626)  -0.339
H (2.422, -1.021, -2.315)  -0.056
H (5.431, 10.112, 2.020)  0.308
H (-1.024, -5.797, 1.606)  0.315
C (1.796, -1.153, -1.376)  -0.114
O (-7.164, -3.748, -1.707)  -0.608
H (-8.687, 4.048, 2.886)  0.330
O (2.494, -8.610, 3.228)  -0.327
O (-5.398, 2.050, -0.602)  -0.036
C (10.819, 9.461, -2.663)  -0.323
H (1.392, -7.722, -5.784)  0.308
O (2.807, 0.823, 0.132)  -1.037
C (-1.089, -0.814, -7.091)  -0.367
C (-7.682, 5.262, 1.384)  0.175
H (-5.181, 4.081, -0.900)  0.297
H (3.049, -5.209, -5.187)  0.262
C (0.083, 1.861, 2.474)  -0.738
C (2.095, -5.735, -5.274)  -0.314
C (0.587, 2.899, 0.280)  -1.880
H (-6.161, -8.365, 1.449)  0.252
H (1.191, -6.008, 0.214)  0.211
O (-7.034, 5.066, 3.625)  -0.323
H (4.913, 8.284, 3.923)  0.323
C (0.489, -5.144, 0.111)  -0.389
C (-5.902, -2.452, 1.072)  0.178
C (-5.176, -9.156, 3.210)  -0.336
H (-7.631, -0.493, -5.020)  0.348
H (-0.632, 3.715, -1.327)  0.439
C (-6.419, -8.767, 2.432)  -0.296
O (11.391, 8.871, 0.545)  -0.589
S (-5.889, -6.919, 4.018)  0.908
C (-0.611, 0.639, 3.184)  -1.081
H (-0.880, -1.055, 1.721)  -0.759
H (-6.476, 1.560, 1.107)  0.199
C (-0.877, 0.538, -6.434)  -0.337
H (-2.119, 4.033, 0.736)  0.158
H (-5.426, -9.795, 4.062)  0.286
C (2.303, -7.230, -5.430)  -0.413
H (4.707, 2.520, 3.546)  0.245
S (1.095, -0.868, -5.890)  0.952
C (0.389, -1.723, -1.896)  -0.068
O (-6.132, 2.430, -4.856)  -0.365
H (10.195, 7.453, -3.195)  0.281
S (3.617, -9.762, 3.096)  1.089
H (3.455, -6.807, 3.022)  0.282
H (6.388, 3.827, 0.348)  0.404
H (-1.748, -1.447, -6.490)  0.284
H (2.349, -1.881, -0.722)  -0.220
H (5.332, 4.378, 1.679)  0.141
C (-5.836, -3.894, 1.535)  -0.179
C (2.857, -7.490, 2.413)  0.066
C (-2.443, -1.122, 3.217)  0.094
O (8.485, 7.219, 1.750)  -0.552
C (-5.489, 1.285, 0.623)  -0.558
H (1.967, -6.972, 2.059)  0.002
H (-8.463, 5.617, 0.714)  0.332
C (-1.649, -3.856, 0.722)  0.204
O (6.569, 8.631, 1.108)  -0.298
O (-6.206, -6.995, 5.402)  -0.569
C (4.765, 2.422, 0.798)  0.270
H (-0.455, 1.259, -7.139)  0.287
C (-6.425, 1.235, -5.580)  -0.309
C (5.494, 9.026, 1.960)  -0.353
H (4.565, 8.631, 1.539)  0.284
O (2.576, -7.703, -4.109)  -0.319
O (-5.631, -5.687, 3.354)  -0.353
H (0.477, 3.792, 0.978)  0.507
O (11.360, 7.503, -1.509)  -0.343
H (-4.805, -4.206, 1.708)  0.081
H (6.560, 8.959, 3.846)  0.267
O (6.347, 7.107, 2.992)  -0.306
H (10.240, 9.871, -3.489)  0.311
O (-7.257, 0.801, -3.439)  -0.315
H (11.754, 10.019, -2.563)  0.278
H (-1.328, 1.086, 3.947)  0.321
H (-1.794, 0.942, -6.008)  0.312
C (-0.751, -4.994, 0.869)  -1.012
C (-4.657, 3.276, -0.297)  -0.586
H (-0.997, -1.666, 4.424)  0.375
S (7.084, 7.160, 1.549)  1.234
C (3.428, 2.529, 1.644)  -0.001
S (10.502, 8.369, -0.443)  1.039
C (4.325, -0.264, 2.596)  -0.021
C (-3.220, 3.108, -0.930)  -0.551
H (-0.399, -0.912, -1.943)  -0.103
O (2.266, -0.264, -6.425)  -0.599